ORCA calculation (ωB97M-V with the def2-TZVPD basis set) on C3H2N2O3 as an isolated structure.

relative energy (zero: lowest compared OMol25 entry of this formula, charge and spin)	148.7	kcal/mol
total energy	-12260.5347	eV
orbital gap	10.06	eV

Structure (XYZ):
```
10
Properties=species:S:1:pos:R:3:forces:R:3:nbo_charge:R:1
C -2.2500 -0.3675 0.0072 -0.97 5.11 2.33 0.600
C 0.1217 -0.1548 -0.2154 1.25 4.39 -1.11 0.672
C 2.2163 -0.3535 0.4060 -2.88 6.51 -4.16 0.303
H -3.1000 -1.3362 -0.3924 2.47 3.46 1.67 0.208
H 3.0272 -0.7743 0.8762 1.89 -0.73 0.62 0.208
N 0.4953 1.1349 -0.4201 3.98 -6.75 1.00 -0.220
N 2.0668 0.8845 -0.1866 -1.18 -1.66 2.80 -0.309
O -2.3332 0.7488 0.7788 -0.02 -8.47 -5.02 -0.526
O -1.0827 -0.5428 -0.7820 -0.12 -1.45 2.62 -0.511
O 1.1172 -1.0522 0.3252 -4.44 -0.41 -0.76 -0.426
```
Positions in Å, forces in eV/Å.